6
Properties=species:S:1:pos:R:3:mulliken_charge:R:1 method="wB97M-V/def2-TZVPD" homo_energy_ev="-10.73 / -10.73" e_above_lowest_ev=6.472 lumo_ha="-0.16084 / -0.16077" homo_lumo_gap_ev="6.355 / 6.351"
F -1.400 1.204 0.052 -0.055
F 1.286 -1.104 -0.214 -0.128
F 0.657 0.988 2.747 -0.496
C 0.262 -0.433 -0.601 0.470
Cl -0.363 -1.014 -2.125 -0.079
C -0.442 0.358 0.141 0.288

=====

87
Properties=species:S:1:pos:R:3:mulliken_charge:R:1 method="wB97M-V/def2-TZVPD" charge=+1 homo_energy_ev=-12.71 lumo_ha=-0.29924 homo_lumo_gap_ev=4.563
C -2.005 1.625 -1.743 0.234
C 3.257 0.603 1.461 0.451
C 1.736 -0.942 4.652 -0.149
O -0.745 -1.002 -3.569 -0.409
H -1.203 4.428 -2.369 0.322
S 1.946 -2.586 6.521 1.135
C 2.871 2.358 2.959 -0.644
H 3.507 3.237 3.022 0.295
O -3.640 1.556 -3.560 -0.633
O -0.385 -3.551 -0.241 -1.046
H 2.527 2.081 3.955 0.331
C -1.776 0.560 2.987 0.520
H -2.443 -2.187 2.211 -0.477
O 0.581 -2.674 5.640 -0.335
C -2.199 1.079 1.612 0.499
C 0.759 -2.089 4.366 0.379
H -2.474 -0.122 3.475 0.247
O 0.760 -1.763 1.315 -0.734
C -0.149 1.431 -5.930 -0.555
H -1.046 -1.429 -6.413 0.400
O -3.591 -5.216 2.383 -0.387
O -4.050 -3.046 3.310 -0.322
P -0.261 -2.031 0.195 3.739
H 1.212 -0.067 5.050 0.324
O -1.955 3.002 -3.659 -0.399
H 4.119 -0.175 -3.933 0.355
C -2.636 1.996 -3.071 0.261
S -2.171 3.058 3.238 1.084
H 2.489 -0.784 -4.270 0.264
C 0.357 0.249 -6.748 -0.662
H -0.046 3.722 -3.440 0.158
C 1.779 2.464 1.906 -0.001
O 2.786 1.235 -4.631 -0.317
O 2.731 1.832 -2.343 -0.312
H 1.127 0.670 0.911 -1.029
H -2.706 1.964 -0.977 0.261
H -3.036 0.507 1.222 0.535
C -2.749 -3.061 2.786 0.596
H 1.878 3.378 1.318 0.543
O 2.464 3.646 -4.018 -0.536
H -1.725 -4.666 1.813 0.303
H 1.428 0.153 -6.907 0.231
O 2.709 -3.783 6.395 -0.554
H 2.226 -0.645 3.725 0.074
O -1.119 4.018 3.115 -0.532
S 3.244 2.488 -3.743 1.029
H -1.981 -3.275 3.536 0.077
H 0.565 -1.788 -5.845 0.313
O -1.520 1.687 3.828 -0.369
C -0.892 3.472 -2.799 -0.626
H -0.821 0.033 2.946 -0.758
O 3.697 1.243 2.550 -0.442
O 4.670 2.537 -3.753 -0.606
O 0.632 -1.831 -1.156 -1.394
H 0.566 2.243 -5.856 0.309
O 3.924 -0.300 1.011 -0.649
O 2.654 -1.438 5.593 -0.380
C -0.155 -0.978 -5.975 -0.544
S -4.786 -4.487 3.196 1.079
O -2.545 2.440 1.784 -0.389
O 1.630 -2.039 7.795 -0.540
C 2.720 0.392 -2.421 0.416
H -1.075 1.796 -6.369 0.458
H 0.790 2.476 2.356 -0.359
C 2.013 1.306 0.928 2.343
Hg 2.021 -3.146 -0.008 0.720
C -0.460 -0.411 -4.605 -0.117
H -1.335 1.044 0.947 -0.405
C -0.678 2.379 -1.774 0.893
H -0.392 2.842 -0.828 0.518
O -0.451 0.883 -4.629 0.208
O -1.635 -1.433 -0.095 -0.983
C -2.732 -4.252 1.814 -0.160
H -0.140 -1.647 3.952 -0.198
H 2.232 1.554 -0.106 -0.792
H 0.079 1.661 -2.091 -0.721
H -1.926 0.546 -1.629 -0.208
O -3.364 3.370 3.930 -0.544
C 3.054 0.063 -3.887 -0.600
H 1.766 -0.005 -2.074 -0.479
O -5.948 -4.349 2.379 -0.532
H 3.500 0.085 -1.720 0.568
Hg -1.230 -2.648 -2.140 0.913
H -3.021 -3.919 0.815 0.231
H 1.203 -2.784 3.653 0.293
H -0.126 0.216 -7.724 0.453
O -4.886 -5.057 4.490 -0.533

=====

In order of appearance, F_max = 3.279 3.252 eV Å⁻¹.
In order of appearance, E_tot = -22741.02312 -135492.69752 eV.